The following is a DFT calculation (ωB97M-V/def2-TZVPD) of a cluster of 2 separate species, C13H24ClF8NO2P in total at a distorted geometry.

XYZ file:
```
50
Properties=species:S:1:pos:R:3:forces:R:3:lowdin_charge:R:1
C 3.436 1.080 -1.553 -0.328 -0.460 -0.162 -0.1047
N 2.118 0.798 -0.959 0.340 -0.238 -0.257 -0.1429
C 2.005 -0.606 -0.551 -0.119 0.782 0.292 -0.3054
P 0.730 -1.580 -1.426 0.738 0.176 -0.308 1.0822
C -0.272 -0.625 -2.571 -0.681 -0.221 0.096 -0.2821
C -1.533 -1.419 -2.981 -0.119 -0.343 0.384 -0.1951
C -2.520 -1.665 -1.826 0.093 0.457 0.071 -0.2517
O -2.688 -0.519 -1.012 -0.392 -0.612 -1.492 -0.0666
C 1.548 -2.944 -2.278 0.208 -0.320 0.074 -0.2828
C 1.988 -4.111 -1.376 -0.264 -0.661 0.011 -0.2907
C 0.893 -4.594 -0.415 0.092 1.282 -0.227 -0.6732
Cl 1.103 -6.262 0.060 -0.015 -0.209 0.093 0.6389
H 3.477 2.113 -1.884 0.056 0.057 0.090 0.0877
H 3.626 0.420 -2.410 0.148 0.146 -0.105 0.0783
H 4.216 0.882 -0.821 0.005 0.221 0.100 0.0867
H 1.401 1.065 -1.620 -0.084 0.090 0.141 0.0671
H 1.785 -0.652 0.519 -0.086 -0.161 0.008 0.0994
H 2.967 -1.101 -0.701 -0.071 -0.229 -0.028 0.0949
H -0.135 -2.063 -0.452 -0.087 -0.118 0.015 0.0595
H -0.599 0.268 -2.031 0.092 0.169 -0.165 0.0879
H 0.281 -0.354 -3.469 0.294 0.100 0.162 0.1145
H -1.255 -2.398 -3.378 -0.026 0.079 -0.274 0.1058
H -2.061 -0.868 -3.756 0.199 0.086 -0.107 0.1246
H -2.208 -2.503 -1.193 -0.051 -0.191 -0.139 0.1060
H -3.489 -1.902 -2.259 -0.030 -0.140 0.075 0.1290
H -1.946 -0.462 -0.416 -0.133 0.023 -0.003 0.0159
H 2.450 -2.532 -2.737 -0.118 0.259 -0.076 0.1067
H 0.918 -3.286 -3.100 -0.172 -0.056 0.118 0.1006
H 2.907 -3.880 -0.838 -0.038 0.090 0.074 0.1145
H 2.219 -4.964 -2.015 0.137 0.160 -0.182 0.1062
H -0.079 -4.432 -0.887 -0.097 -0.487 -0.011 0.0656
H 0.895 -3.954 0.471 -0.004 -0.287 0.213 0.0671
C -1.002 3.824 1.660 -0.025 0.615 -0.282 -0.0414
C -0.947 2.340 1.263 0.406 0.151 0.456 -0.4271
C -2.209 1.499 1.461 -0.294 0.058 -0.107 -0.2679
F -2.563 1.396 2.742 0.145 0.020 0.098 0.1305
F -1.935 0.230 1.010 0.540 0.527 1.523 0.0367
F 0.100 1.739 1.864 -0.051 -0.103 -0.011 0.1299
F -0.701 2.302 -0.087 -0.185 -0.002 -0.105 0.0826
O -0.455 4.188 2.911 0.006 -0.681 0.128 0.0513
C -1.204 4.144 4.068 -0.153 0.402 -0.374 -0.5391
C -0.618 3.160 5.087 0.148 -0.062 0.229 -0.2847
F -0.582 1.913 4.572 -0.050 -0.008 -0.106 0.0950
F -1.401 3.141 6.183 -0.039 0.050 -0.040 0.1125
F -2.499 3.885 3.810 0.041 -0.153 0.039 0.1529
F -1.149 5.369 4.622 0.030 0.003 0.081 0.1593
H -0.359 4.326 0.938 0.064 -0.064 0.009 0.1517
H -1.997 4.244 1.513 -0.116 -0.212 0.105 0.1514
H -3.048 1.892 0.883 0.054 -0.031 -0.092 0.1850
H 0.393 3.462 5.365 -0.007 0.047 -0.032 0.1776
```
Forces are in eV/Å.

E_HOMO ... -12.82 eV
Total charge ... +1